[1]
A structure of composition C32H24BrN6O4S2W in a non-equilibrium geometry, computed with ωB97M-V/def2-TZVPD.

The geometry in XYZ format:
```
70
Properties=species:S:1:pos:R:3:forces:R:3:mulliken_spin:R:1
W -0.91927 -0.38925 0.31840 1.567 -0.638 1.085 1.7698
S 1.25411 2.78494 7.21955 -1.061 -1.346 -1.919 -0.0006
N 2.00225 1.65438 6.24324 -1.227 0.948 -0.539 -0.0010
C 1.22629 1.49833 5.15487 0.209 0.765 1.502 -0.0037
C 1.49982 0.57530 4.06927 -1.088 -0.064 -0.824 0.0116
C 2.64343 -0.21830 3.99804 -0.418 -0.172 -0.571 0.0086
C 2.69770 -1.11720 2.94326 0.973 -0.581 -0.024 -0.0122
C 1.69917 -1.25065 1.96914 -0.113 0.269 0.543 0.0053
N 0.63463 -0.45561 1.99716 -0.268 1.232 0.770 0.0000
C 0.51082 0.45982 3.04035 1.818 -1.150 -0.307 0.0129
C -0.64097 1.31528 3.03102 -1.262 0.806 -0.314 -0.0101
N -1.49324 1.15257 1.97472 -0.160 0.191 0.755 0.0411
C -2.67733 1.78240 2.01283 0.755 -0.152 0.743 -0.0189
C -3.02053 2.62756 3.08147 -0.140 0.194 -0.265 -0.0072
C -2.12768 2.90499 4.11061 -0.189 -0.174 -1.257 0.0056
C -0.90412 2.25470 4.06997 0.136 -1.370 0.109 0.0085
C 0.02009 2.29876 5.19540 0.807 -0.516 0.012 -0.0023
N -0.14668 2.99330 6.30218 1.606 0.162 0.317 -0.0004
H 3.42256 -0.09867 4.75759 -0.252 -0.247 -0.402 -0.0002
H 3.56903 -1.75997 2.83383 -0.174 0.069 0.126 0.0000
H 1.74689 -2.02149 1.17621 -0.033 0.663 0.528 0.0069
H -3.36664 1.55169 1.20324 0.095 0.250 0.126 -0.0028
H -3.99771 3.08800 3.06663 -0.034 0.019 0.019 0.0003
H -2.32459 3.61777 4.89749 -0.206 -0.094 0.084 -0.0001
O -1.53299 -3.21335 3.19875 -0.629 1.181 -2.080 0.0119
C -1.86007 -2.79947 2.08675 -0.055 -1.396 0.630 0.0010
O -1.77329 -1.51611 1.71239 -0.081 0.364 -0.023 0.0482
C -2.42759 -3.69305 0.99782 0.150 0.070 -0.482 0.0231
C -3.33097 -4.72018 1.33314 0.412 0.531 0.465 0.0003
C -3.84107 -5.57970 0.38398 0.142 0.309 -0.510 0.0039
C -3.38850 -5.45067 -0.92977 -0.005 0.338 -0.034 -0.0009
C -2.47774 -4.46907 -1.31434 0.135 0.440 1.194 0.0094
C -2.01180 -3.52863 -0.35822 -0.458 -1.419 0.776 0.0064
S -0.65970 -2.51083 -0.83853 0.605 0.763 0.244 0.0108
H -3.61436 -4.84775 2.37475 0.084 0.175 -0.102 -0.0003
H -4.58803 -6.32630 0.64624 0.278 0.106 -0.044 0.0003
H -3.77380 -6.11791 -1.67444 -0.035 -0.306 -0.317 0.0000
H -2.04307 -4.44496 -2.30383 -0.247 0.028 -0.130 0.0016
Br -4.32297 5.11305 -5.46378 0.585 -0.312 0.620 0.0009
C -3.47559 3.92060 -4.22353 0.428 -0.772 0.780 0.0109
C -2.45019 4.32571 -3.31601 -0.872 -0.922 -0.842 -0.0056
C -1.91008 3.39559 -2.41614 -0.887 0.409 -0.713 0.0093
C -2.41498 2.08606 -2.38459 -0.421 0.528 -1.309 0.0090
C -3.40390 1.65979 -3.30369 0.293 1.054 -0.026 0.0093
C -3.92886 2.58224 -4.22442 0.126 0.204 0.274 -0.0052
C -1.84304 1.18113 -1.41761 -1.646 -1.226 -0.786 0.0339
O -1.01472 1.59766 -0.57671 0.512 -0.667 0.848 -0.0256
O -2.21408 -0.06597 -1.34913 0.613 1.650 0.650 -0.0155
H -2.09029 5.33370 -3.37639 0.137 0.305 0.142 -0.0002
H -1.12957 3.69641 -1.72406 -0.131 -0.066 -0.128 0.0000
H -3.75644 0.63463 -3.29036 0.059 0.104 0.043 0.0011
H -4.71506 2.28927 -4.93462 0.476 0.083 0.422 -0.0001
N 1.09253 0.09072 -0.71197 1.202 -1.534 -1.819 0.0001
C 1.92273 -0.13422 -1.53442 -1.810 1.204 1.629 0.0356
N 2.85886 -0.21574 -2.42379 0.075 -0.281 -0.616 0.0101
C 3.47161 0.91872 -3.14505 -0.165 0.980 -0.078 0.0013
C 4.92415 1.06029 -2.67886 0.481 0.106 -0.338 0.0004
C 5.74288 -0.22615 -2.97312 -0.165 0.756 -0.201 0.0003
C 4.97751 -1.46785 -2.46507 0.286 -0.255 0.242 0.0005
C 3.49472 -1.47057 -2.85723 0.098 -0.798 -0.193 0.0028
H 2.90939 1.85142 -2.98591 0.053 -0.432 0.229 -0.0002
H 3.39227 0.71616 -4.24326 0.186 -0.052 0.866 0.0001
H 4.99220 1.29532 -1.59966 -0.386 -0.184 -0.384 0.0000
H 5.39187 1.92714 -3.18323 -0.260 -0.412 0.082 0.0000
H 6.71809 -0.06511 -2.47764 -0.390 -0.572 -0.198 0.0000
H 5.95735 -0.27075 -4.07085 -0.315 -0.185 0.790 0.0000
H 5.03798 -1.54663 -1.36745 0.042 0.198 -0.246 0.0001
H 5.42673 -2.39329 -2.84532 -0.034 0.189 -0.015 -0.0001
H 2.95212 -2.35438 -2.45211 0.362 0.707 -0.192 0.0001
H 3.42171 -1.49562 -3.96520 -0.169 -0.056 0.579 -0.0001
```
Forces are in eV/Å.

The calculation puts the max |F| at 0.0528 Eh/bohr. For the orbital gap (alpha / beta), the calculation gives 6.41 / 6.55 eV. As for the calculated total energy: -144240.0930 eV. Its total charge is +1. As for the spin multiplicity: 3.

[2]
A structure of composition C32H24CaN5O5PS5 in a non-equilibrium geometry, computed with ωB97M-V/def2-TZVPD.

The geometry in XYZ format:
```
73
Properties=species:S:1:pos:R:3:forces:R:3:mulliken_charge:R:1
Ca 0.05306 -2.02394 1.78450 0.696 1.854 0.887 1.0783
S 3.86873 2.12008 7.01644 -0.042 -0.018 -0.034 -0.3711
C 2.93577 1.14016 6.02552 -0.025 -0.079 -0.044 0.0708
S 1.43382 1.58776 5.34735 -0.219 0.146 -0.057 -0.1585
C 1.07155 0.14277 4.41342 -0.287 0.223 0.024 0.1387
C 2.01788 -0.82039 4.48395 0.226 -0.277 -0.059 0.0921
S 2.08313 -2.35396 3.65005 0.204 0.059 0.202 -0.4363
S 3.36962 -0.43414 5.53792 0.148 -0.217 -0.046 -0.1596
S -0.43686 0.12342 3.52445 0.239 0.331 0.235 -0.4708
O -2.35919 -7.10870 -0.83562 -0.337 -0.672 -0.341 -0.6520
C -1.91944 -6.10314 -0.34616 0.330 0.705 0.355 0.4415
C -0.80045 -5.24767 -0.90060 -0.237 0.143 0.527 -0.0841
O -0.25429 -5.38358 -1.97910 0.276 -0.126 -0.487 -0.7312
C -0.53969 -4.23225 0.11477 -0.076 -0.229 0.059 0.2004
C -1.51722 -4.27852 1.14759 -0.237 -0.163 -0.199 1.1694
O -1.58049 -3.39800 2.07104 -0.770 -0.937 -0.114 -1.3214
C -2.38601 -5.45558 0.94850 0.581 0.378 -0.363 0.0763
O -3.29298 -5.84436 1.64566 -0.573 -0.264 0.397 -0.6877
O 0.39194 -3.34912 0.11135 -0.014 -0.780 -1.035 -0.5297
C 3.17549 -2.41244 -1.24893 -0.137 -0.087 0.008 -1.8681
P 2.28213 -1.13767 -0.28480 0.554 0.638 0.206 2.1672
C 2.11280 0.19166 -1.57388 -0.126 -0.103 -0.174 0.2709
C 1.23158 -0.08872 -2.62824 0.018 -0.033 0.033 -0.6420
C 0.94904 0.85544 -3.60812 0.013 -0.059 0.054 -0.5686
C 1.53415 2.11588 -3.55221 0.042 -0.006 0.055 -0.4867
C 2.42059 2.40714 -2.52209 -0.021 -0.160 0.064 -0.5419
C 2.71408 1.45330 -1.54748 -0.106 -0.058 -0.071 -0.3831
C 3.60534 -0.42875 0.77407 -0.068 0.137 0.064 0.1324
C 4.91464 -0.89020 0.82029 0.106 0.073 -0.071 -0.5123
C 5.82236 -0.36330 1.73593 -0.053 -0.003 -0.016 -0.6205
C 5.43426 0.64076 2.60976 -0.052 -0.031 0.006 -0.6093
C 4.12615 1.11440 2.57575 -0.003 -0.003 -0.073 -0.9113
C 3.21989 0.56942 1.67933 0.000 -0.092 -0.040 0.2253
H 3.54896 -3.16868 -0.55429 -0.057 0.052 -0.036 0.4751
H 3.99494 -1.99233 -1.83275 0.021 -0.032 -0.010 0.5036
H 2.45264 -2.90950 -1.89801 0.034 0.020 0.021 0.3848
H 0.75248 -1.06487 -2.66975 0.016 0.120 0.000 0.2480
H 0.26324 0.61002 -4.41398 0.039 -0.007 0.071 0.4102
H 1.30681 2.86064 -4.30933 0.028 -0.055 0.053 0.3774
H 2.89528 3.38027 -2.47529 0.002 -0.002 0.012 0.3977
H 3.41535 1.69801 -0.76014 -0.007 -0.005 0.053 0.3884
H 5.23549 -1.67825 0.14974 0.014 0.010 0.032 0.2972
H 6.83252 -0.75573 1.77657 -0.028 0.004 -0.009 0.3682
H 6.12783 1.02198 3.35126 -0.032 0.013 -0.061 0.3731
H 3.80414 1.87630 3.27848 -0.001 -0.071 -0.026 0.5763
H 2.17856 0.88253 1.71253 0.046 0.015 0.021 -0.1742
C -0.29921 2.22046 0.57434 -0.044 -0.019 -0.006 -1.3146
C -0.93716 1.11097 -0.18775 -0.075 -0.082 -0.231 -0.1047
N -0.88355 -0.16179 0.11169 -0.415 -0.583 -0.306 0.8005
C -1.59087 -0.83334 -0.88193 0.115 -0.061 0.341 -0.5544
C -2.07841 0.04667 -1.78701 0.250 0.159 -0.001 -1.2691
N -1.64926 1.28881 -1.34681 -0.042 0.169 -0.032 1.1104
C -1.91479 2.54385 -1.99184 -0.276 -0.216 0.080 -0.9049
N -3.32956 2.64821 -2.31147 0.621 0.010 -0.098 0.7048
N -3.71776 3.11888 -3.51307 -0.185 -0.091 0.234 -0.7823
N -4.99803 3.12554 -3.56582 -0.141 -0.089 0.240 -0.6315
C -5.47949 2.63301 -2.36077 -0.180 0.180 -0.471 -0.1365
C -6.79047 2.41497 -1.92494 -0.180 -0.006 0.042 -0.6875
C -6.95402 1.88028 -0.66911 0.044 0.008 -0.021 -0.5340
C -5.84202 1.55980 0.15065 -0.171 0.005 -0.005 -0.7019
C -4.55193 1.76971 -0.26299 0.162 0.007 -0.024 -0.5033
C -4.40380 2.32116 -1.54751 0.164 -0.052 0.242 1.4668
H -0.06083 1.84037 1.57040 0.012 -0.009 -0.008 -0.1316
H -0.97206 3.07539 0.69206 0.032 -0.063 0.007 0.6332
H 0.61212 2.56164 0.07445 -0.026 -0.022 0.016 0.1057
H -1.69574 -1.91146 -0.87176 0.041 0.155 0.018 0.5382
H -2.66043 -0.07979 -2.68750 0.049 0.040 0.121 0.5368
H -1.36296 2.65257 -2.91740 0.028 0.001 -0.246 0.3501
H -1.62661 3.34027 -1.31866 0.092 0.161 0.147 0.3774
H -7.63222 2.65723 -2.56431 0.063 -0.036 0.069 0.4126
H -7.95268 1.68648 -0.29644 0.051 0.004 0.002 0.3510
H -6.01316 1.12279 1.12821 -0.006 0.036 -0.083 0.4196
H -3.70467 1.49917 0.35983 -0.112 0.046 -0.097 0.5065
```
Forces are in eV/Å.

The calculation puts the max |F| at 0.0422 Eh/bohr. For the orbital gap, the calculation gives 5.19 eV. As for the calculated total energy: -133171.6548 eV. Its total charge is -2. As for the spin multiplicity: 1.